# 1
The following is a quantum chemistry calculation of C15H35N7O3PdS as an isolated structure, from the OMol25 dataset.

Geometry as ORCA input:
```
! RIJCOSX wB97M-V def2-TZVPD def2/J DEFGRID3
* xyz 0 1
Pd -0.510 0.720 0.211
S -1.981 2.541 1.023
O 1.961 0.665 -0.137
O -0.608 0.776 -2.414
O 0.546 -1.406 -1.300
N -2.029 -0.893 3.104
N -0.241 3.274 -0.916
N -3.665 -1.978 1.824
N 3.332 -0.747 0.980
N -1.527 -1.459 0.922
N 0.659 3.124 1.229
N 0.758 0.759 -4.216
C -4.135 -2.412 0.529
C -2.381 -1.441 1.879
C 1.622 0.064 -5.143
C 0.964 -1.060 -2.593
C -2.978 0.044 3.715
C 0.285 0.239 -3.044
C 0.787 4.225 -1.278
C 4.067 0.353 1.581
C -4.109 -2.825 2.918
C 1.541 -1.714 -0.366
C 0.192 2.003 -4.707
C -0.652 -0.415 3.172
C -0.411 2.794 0.376
C 2.282 -0.482 0.163
C 3.785 -2.096 1.271
H -3.648 -2.507 3.847
H 2.326 0.773 -5.582
H 1.552 2.853 0.841
H 0.997 2.682 -4.994
H 0.545 4.666 -2.243
H 0.865 5.028 -0.539
H 4.434 -2.067 2.143
H -3.930 -1.647 -0.219
H 1.766 3.740 -1.368
H 2.193 -0.721 -4.656
H -2.838 0.041 4.798
H -0.420 0.207 2.278
H -0.393 2.452 -3.911
H 4.219 0.154 2.642
H -1.821 -1.968 0.100
H 1.048 -0.387 -5.960
H 2.949 -2.757 1.498
H -5.194 -2.762 3.017
H 2.052 -0.955 -2.642
H -0.530 0.167 4.084
H -3.843 -3.876 2.738
H 0.654 -1.859 -3.277
H -5.215 -2.554 0.578
H 1.004 -2.163 0.474
H 4.359 -2.521 0.441
H -2.811 1.057 3.338
H -4.000 -0.245 3.487
H -0.458 1.830 -5.570
H 0.519 2.759 2.156
H 5.039 0.491 1.101
H -1.071 3.234 -1.475
H -3.682 -3.362 0.210
H 2.256 -2.436 -0.778
H 0.033 -1.266 3.193
H 3.489 1.264 1.468
*
```

=====

# 2
The following is a quantum chemistry calculation of a 9-piece molecular cluster, C15H36Br12O3 overall, from the OMol25 dataset.

The SMILES is BrCCBr.BrCCBr.BrCCBr.BrCCBr.BrCCBr.BrCCBr.CO.CO.CO. The calculation puts the relative energy (zero: lowest compared OMol25 entry of this formula, charge and spin) at 0.433 eV.

Geometry as ORCA input:
```
! RIJCOSX wB97M-V def2-TZVPD def2/J DEFGRID3
* xyz 0 1
Br 7.099 19.180 9.147
Br 10.538 16.690 13.518
Br 11.829 6.281 8.853
Br 8.536 14.657 10.841
Br 14.066 13.210 11.303
Br 11.057 10.017 7.550
Br 14.964 18.463 6.936
Br 12.045 13.718 8.044
Br 5.330 15.286 8.715
Br 6.113 10.750 8.654
Br 12.462 19.022 9.215
Br 9.030 15.960 6.600
O 11.235 9.542 13.581
O 9.703 9.822 11.271
O 13.648 9.720 12.365
C 10.303 7.625 9.232
C 13.364 17.302 7.123
C 9.953 8.444 8.050
C 8.805 17.276 8.028
C 9.352 17.214 12.021
C 5.417 12.571 9.035
C 11.815 12.602 9.621
C 5.755 13.509 7.907
C 12.212 13.323 10.927
C 11.152 8.499 14.595
C 7.606 18.129 7.570
C 8.176 16.295 11.851
C 12.879 17.321 8.545
C 13.762 8.785 11.307
C 9.035 10.989 11.770
H 6.820 13.636 7.688
H 9.513 6.945 9.530
H 10.161 8.086 14.752
H 13.757 10.615 11.989
H 5.966 12.973 9.842
H 7.823 18.866 6.777
H 11.974 16.674 8.562
H 10.675 12.467 9.680
H 10.108 17.394 11.302
H 8.339 11.405 10.953
H 10.237 9.508 12.035
H 9.047 18.239 12.377
H 9.748 17.763 8.030
H 12.639 17.817 6.460
H 12.877 8.776 10.550
H 7.413 16.818 11.225
H 10.752 8.299 10.026
H 8.397 10.678 12.591
H 11.627 8.824 15.510
H 8.598 16.726 8.913
H 12.354 11.742 9.411
H 13.564 16.325 6.678
H 8.972 8.814 8.089
H 9.768 11.751 12.010
H 11.653 13.010 11.828
H 6.701 17.539 7.372
H 13.771 7.738 11.833
H 11.893 7.744 14.317
H 4.389 12.389 9.279
H 12.130 9.643 13.220
H 7.536 16.124 12.746
H 9.858 7.731 7.264
H 5.240 13.477 7.011
H 12.080 14.419 10.712
H 13.559 16.850 9.237
H 14.716 8.903 10.764
*
```

=====

# 3
The following is a quantum chemistry calculation of a 5-piece molecular cluster, C15H36FNO10 overall, from the OMol25 dataset.

The calculation puts the relative energy (zero: lowest compared OMol25 entry of this formula, charge and spin) at 1.482 eV.

Geometry as ORCA input:
```
! RIJCOSX wB97M-V def2-TZVPD def2/J DEFGRID3
* xyz 0 1
F 4.635 2.076 -3.560
O -1.731 1.989 0.485
O 3.449 2.504 -1.613
O -0.108 1.817 2.649
O -0.488 -2.591 -1.008
O 1.625 1.854 -2.495
O 1.457 3.147 -0.794
O 3.132 -1.068 -0.558
O 1.456 -0.392 2.545
O -1.734 -1.549 1.283
O -0.883 -0.639 -2.763
N 0.370 0.027 -0.137
C 3.859 1.520 -2.598
C 1.685 -1.728 3.074
C 2.504 1.150 -3.251
C -1.752 -2.888 0.857
C -0.919 -1.983 -3.339
C -1.627 -3.029 -0.610
C 1.029 1.901 3.085
C -0.738 3.065 2.271
C -2.843 1.669 -0.266
C 2.131 2.522 -1.545
C 1.316 0.506 3.587
C -2.069 2.733 1.597
C -0.086 -2.838 -2.345
C -1.964 -1.461 2.683
C -1.262 0.312 -3.674
H -0.094 -3.818 -2.645
H -3.429 2.621 -0.493
H -2.631 -3.561 1.166
H -0.495 -2.160 -4.479
H 1.598 2.401 2.303
H 1.070 -2.138 3.717
H 1.215 2.565 3.980
H -3.651 0.887 0.246
H 2.200 0.395 4.196
H -1.682 -0.518 3.058
H -1.294 1.359 -3.121
H 0.879 -2.517 -2.476
H -3.126 -1.445 2.898
H 0.959 -0.649 0.388
H 0.382 0.825 0.323
H -2.419 2.158 2.520
H -0.662 -0.452 -0.417
H -1.305 -2.038 3.165
H -2.566 1.162 -1.083
H 0.876 0.247 -0.938
H 2.266 1.267 -4.355
H -0.086 3.291 1.298
H -2.558 -2.740 -0.963
H -1.470 -4.164 -0.859
H 3.437 -0.762 0.299
H -2.298 0.067 -3.898
H 2.312 0.036 -3.023
H -0.760 3.765 3.166
H 1.480 -2.430 2.433
H 4.290 0.743 -2.223
H -2.550 3.644 1.408
H -0.913 -3.203 1.325
H -0.733 0.176 -4.685
H 2.726 -1.679 3.319
H 0.592 0.303 4.147
H -2.004 -2.265 -3.254
*
```

=====

# 4
The following is a quantum chemistry calculation of C15H36I2NO8P2 as an isolated structure, from the OMol25 dataset.

Geometry as ORCA input:
```
! RIJCOSX wB97M-V def2-TZVPD def2/J DEFGRID3
* xyz -1 1
I 2.575 -1.149 -0.472
I 5.221 -4.754 0.973
P -2.971 -3.054 1.292
P 1.748 4.828 -1.688
O -2.780 -1.903 2.226
O 3.137 5.383 -2.380
O 1.546 3.794 -2.968
O 1.467 5.953 -0.745
O -2.472 -2.488 -0.141
O -4.605 -2.958 1.069
O 2.369 3.666 -0.741
O -3.013 -4.625 0.760
N 2.904 -3.122 0.044
C 4.410 7.132 -1.299
C 1.439 5.261 -4.941
C 3.434 6.776 -2.401
C -0.331 -3.594 -0.598
C 3.643 -3.214 1.252
C -5.778 -0.916 1.619
C -5.435 -2.330 2.040
C 1.498 2.972 0.161
C -3.136 -5.672 1.744
C 0.645 1.941 -0.554
C -4.538 -5.763 2.323
C -1.057 -2.288 -0.345
C 2.707 -3.713 2.384
C 2.253 -2.604 3.345
C 0.734 4.230 -4.077
H 1.265 1.283 -1.162
H 3.885 6.994 -3.373
H -2.889 -6.604 1.235
H -0.071 2.426 -1.226
H -0.953 -1.636 -1.211
H 1.492 6.227 -4.434
H 0.519 3.341 -4.670
H 1.595 -3.078 4.089
H 3.238 -4.480 2.963
H 0.087 1.337 0.162
H -4.657 -6.685 2.894
H 0.898 5.410 -5.877
H -4.737 -4.929 2.998
H 2.133 2.477 0.894
H 1.820 -4.157 1.928
H -0.337 -4.226 0.294
H 2.524 7.372 -2.331
H -0.625 -1.768 0.513
H 4.114 -2.250 1.460
H -6.335 -0.402 2.405
H 4.055 6.790 -0.327
H -4.881 -0.340 1.392
H 5.373 6.649 -1.473
H 0.868 3.689 0.698
H -4.966 -2.345 3.025
H -0.822 -4.156 -1.396
H -5.287 -5.731 1.533
H 2.459 4.951 -5.162
H 1.632 -1.856 2.843
H 4.567 8.212 -1.254
H -6.351 -2.923 2.113
H 0.709 -3.410 -0.874
H 3.066 -2.142 3.911
H -2.398 -5.523 2.535
H -0.218 4.619 -3.708
H -6.386 -0.927 0.712
*
```

=====

# 5
The following is a quantum chemistry calculation of a 4-piece molecular cluster, C15H36NO6 overall, from the OMol25 dataset.

Geometry as ORCA input:
```
! RIJCOSX wB97M-V def2-TZVPD def2/J DEFGRID3
* xyz 1 1
O 1.709 2.369 -0.121
O -4.130 4.003 1.261
O -3.097 -0.771 3.646
O 5.078 -0.731 -0.659
O 4.782 -2.086 1.308
O -1.279 0.936 0.764
N -2.520 -1.463 0.397
C 0.559 -3.361 -1.318
C -4.143 5.136 0.413
C 2.998 -2.618 -2.394
C 2.276 3.192 -1.124
C 1.731 -2.220 -1.433
C 3.768 -1.240 -2.836
C 4.056 -0.195 -1.574
C -0.381 -0.106 0.188
C -1.181 -1.429 -0.367
C -3.349 -0.327 -0.227
C -2.488 1.067 -0.096
C 3.844 0.265 1.627
C -4.439 -0.785 4.097
C -0.439 -2.861 -0.072
C 4.576 -0.883 0.715
H 0.775 2.235 -0.355
H 2.196 2.693 -2.093
H -2.950 -2.405 0.272
H 4.642 1.054 2.024
H 3.695 -3.459 -1.960
H -2.384 -1.335 1.440
H 0.173 0.434 -0.721
H 0.279 -2.797 0.879
H 3.016 0.842 1.034
H 3.329 -0.305 2.541
H -5.113 -0.705 3.241
H -5.140 5.244 -0.021
H 2.533 -3.078 -3.393
H -1.211 -3.754 0.099
H 1.751 4.150 -1.151
H -3.490 -0.620 -1.351
H -3.412 5.002 -0.388
H -4.629 -1.725 4.621
H -2.959 0.074 3.186
H 4.844 -1.437 -3.315
H 1.050 -4.377 -0.958
H -3.233 3.933 1.631
H -2.154 1.524 -1.142
H -3.199 1.871 0.411
H 4.549 0.765 -2.085
H 3.139 -0.695 -3.686
H 3.080 0.192 -1.055
H -3.903 6.030 0.995
H 2.168 -1.963 -0.353
H 0.473 -0.346 0.969
H 1.271 -1.209 -1.850
H 3.330 3.362 -0.891
H -0.062 -3.516 -2.326
H -4.603 0.051 4.783
H -4.394 -0.297 0.308
H -1.389 -1.325 -1.537
*
```

=====

# 6
The following is a quantum chemistry calculation of a 3-piece molecular cluster, C15H37BrN3O8S2 overall, from the OMol25 dataset.

Geometry as ORCA input:
```
! RIJCOSX wB97M-V def2-TZVPD def2/J DEFGRID3
* xyz -1 1
Br 7.753 5.643 2.790
S 2.036 7.981 2.603
S 2.625 5.142 2.755
O -0.403 -5.596 -1.325
O 2.598 3.877 1.811
O 2.390 1.908 -2.429
O -4.489 -7.445 -1.460
O 0.528 8.236 2.868
O -1.695 0.059 -2.565
O 2.549 9.210 1.755
O 1.509 4.950 3.828
N -3.071 -5.569 0.464
N 2.388 6.521 1.711
N -0.277 1.935 -0.640
C -2.306 1.140 -1.842
C 4.278 5.088 3.637
C 5.024 6.550 3.789
C 0.900 2.807 -0.636
C 1.657 3.038 -1.964
C 1.602 0.900 -3.047
C -4.103 -5.216 -0.508
C -1.388 -1.076 -1.764
C -1.309 2.288 -1.613
C -5.100 -6.364 -0.738
C 6.607 6.382 4.303
C -1.894 -4.697 0.468
C -1.137 -4.466 -0.860
C -4.182 -8.580 -0.660
C -1.192 -6.604 -1.942
H -1.187 -5.119 1.190
H 5.009 4.409 2.981
H -3.986 -9.421 -1.327
H -2.757 0.799 -0.901
H -0.877 2.534 -2.587
H -3.282 -8.407 -0.065
H -3.671 -4.971 -1.482
H 4.491 7.156 4.649
H -0.383 -3.694 -0.664
H 6.676 5.605 5.196
H -4.645 -4.336 -0.146
H -5.017 -8.845 -0.014
H 0.042 0.990 -0.822
H -5.551 -6.705 0.203
H -1.572 -7.287 -1.186
H -2.223 -1.340 -1.118
H -1.851 3.168 -1.250
H -2.003 -6.184 -2.539
H 2.252 0.315 -3.711
H -2.197 -3.724 0.867
H 0.791 1.320 -3.643
H 2.691 8.087 3.847
H 1.607 2.386 0.086
H -3.117 1.514 -2.479
H 4.985 7.068 2.739
H 4.233 4.554 4.692
H -0.542 -7.189 -2.607
H 7.054 7.410 4.694
H -1.773 -4.062 -1.652
H -0.488 -0.902 -1.169
H 2.411 3.810 -1.768
H -5.911 -5.990 -1.374
H 1.020 3.442 -2.757
H 1.222 0.218 -2.290
H 0.597 3.781 -0.237
H -1.193 -1.916 -2.431
H -2.752 -6.514 0.282
*
```

=====

# 7
The following is a quantum chemistry calculation of a 3-piece molecular cluster, C15H37FO3PSi overall, from the OMol25 dataset.

Geometry as ORCA input:
```
! RIJCOSX wB97M-V def2-TZVPD def2/J DEFGRID3
* xyz -1 1
P -0.914 3.611 -0.783
Si 1.661 -0.609 1.365
F 0.890 3.205 -2.893
O -4.861 -2.673 0.652
O 0.382 -0.159 0.414
O 1.678 -4.989 1.161
C -0.361 5.241 -3.097
C -1.434 3.727 1.063
C 0.234 2.085 -0.536
C -0.392 3.767 -2.652
C 1.050 5.809 -3.232
C -3.964 -1.862 0.566
C -2.707 -1.978 1.389
C 0.431 -5.920 -0.632
C 2.210 -7.254 0.668
C -0.143 1.197 0.607
C 2.554 -1.971 0.411
C 1.462 -5.955 0.471
C 2.904 0.752 1.716
C 1.058 -1.412 2.967
C -4.043 -0.684 -0.372
H -3.971 0.249 0.189
H 0.927 -0.713 3.786
H -0.586 3.677 1.744
H -1.882 4.706 1.206
H 3.719 0.325 2.297
H 1.004 6.889 -3.364
H -3.220 -0.718 -1.087
H 1.638 5.626 -2.343
H 3.324 1.184 0.817
H 2.917 -7.144 1.487
H 1.509 -8.057 0.904
H -1.090 3.213 -3.277
H -4.989 -0.708 -0.909
H -0.341 -6.669 -0.448
H 1.804 -2.146 3.257
H 1.259 2.427 -0.428
H 2.941 -2.726 1.082
H -1.839 -2.059 0.733
H -2.201 2.998 1.325
H 0.131 1.466 -1.417
H -2.587 -1.092 2.014
H -0.830 5.335 -4.074
H 1.563 5.417 -4.100
H 2.451 1.529 2.322
H -0.880 5.849 -2.363
H -0.028 -4.935 -0.667
H 0.180 1.598 1.566
H -1.859 4.713 -1.080
H 0.904 -6.129 -1.593
H 1.861 -2.440 -0.275
H -2.010 2.660 -1.109
H 2.752 -7.515 -0.242
H -2.763 -2.860 2.025
H 3.400 -1.583 -0.147
H 0.174 4.581 -0.484
H 0.144 -1.954 2.753
H -1.221 1.077 0.648
*
```

=====

The records above give, respectively, HOMO-LUMO gap values of 0.224; 0.375; 0.258; 0.178; 0.334; 0.292; 0.221 Eh.
The records above give, respectively, DFT total energy values of -1727.59755; -31706.93625; -1499.69217; -2527.97173; -1098.79684; -4730.08738; -1550.13423 Eh.
The records above give, respectively, HOMO energy values of -5.69; -10.06; -6.49; -3.19; -12.06; -6.02; -3.72 eV.